Here is a molecular structure, C28H25ClNPPd at a distorted geometry from OMol25. Energies are from ωB97M-V/def2-TZVPD.

Cartesian coordinates (Å):
C: 0.2356 -1.1036 3.3932
C: -2.8975 -1.6269 -2.6791
C: 3.0913 2.8707 0.8780
H: -2.9021 0.2236 -1.3287
C: 1.9875 -0.8865 -4.2191
C: -1.5044 -0.6548 -4.2240
C: -3.5382 2.9984 1.9753
H: -1.5732 1.3660 -3.3714
H: -0.9321 2.7454 -0.1960
C: -0.9610 -3.4581 2.4575
H: 2.2530 1.7540 -2.1290
H: -3.2474 -2.4148 -2.0000
H: 1.0131 2.9053 0.3452
C: -2.6685 3.3418 0.9272
H: 0.7031 -0.2053 3.7765
H: 1.2595 1.2229 -4.6015
H: -1.7853 -2.8573 -4.2255
H: 2.6424 -2.5733 -2.8626
H: 0.2495 -2.0769 5.3220
C: 2.5525 -1.4859 -3.0511
C: -0.1375 -1.2032 2.0161
P: -0.0568 0.2020 0.8571
H: 3.2826 3.8983 0.5373
C: 1.8038 2.3139 0.7963
C: 2.6146 0.2706 1.7204
C: -0.7133 -2.4036 1.5754
C: -3.3785 1.8050 2.6942
N: -0.2146 0.0832 -0.7524
H: -0.8825 -4.1409 4.5089
C: -1.3869 1.3288 1.3986
C: 1.5274 1.0222 1.2617
H: -2.2098 0.0000 2.9014
Cl: 0.4918 -3.6419 -1.6247
C: -1.8566 0.3289 -3.2951
C: -1.9766 -1.9156 -3.7598
C: 1.7623 0.4967 -3.9380
C: -1.5950 2.4910 0.6304
H: 3.1804 -0.5888 -1.0730
C: 4.1522 2.1209 1.4105
Pd: -1.1807 -1.6271 -1.6427
C: -0.6459 -3.3358 3.8147
H: -1.4452 -4.3753 2.0849
C: -2.3178 0.9491 2.3834
H: -4.0427 1.5536 3.5263
H: -0.9603 -2.5242 0.5147
H: -2.8026 4.2911 0.3844
H: 2.4519 -0.7773 1.9889
C: 3.9016 0.8088 1.8286
H: 4.7039 0.2085 2.2487
H: -0.9249 -0.4763 -5.1195
C: -0.0227 -2.1720 4.2674
C: -2.6793 -0.2482 -2.2875
C: 2.7635 -0.4524 -2.0891
H: 1.7007 -1.4153 -5.1486
H: -4.3058 3.7049 2.2934
C: 2.2674 0.7734 -2.6317
H: 5.1545 2.5627 1.5313

Computed properties:
Orbital gap (alpha / beta) in eV: 7.136 / 5.577
HOMO energy (alpha / beta) in eV: -7.00 / -7.36
Lowest unoccupied orbital energy (alpha / beta) in eV: 0.14 / -1.79
Multiplicity: 5

Here are the Mulliken charges for atoms 1 to 6, given in e: C -0.1124; C -0.8804; C -0.8088; H 0.5897; C -0.3681; C -0.1300

=====

Here is a molecular structure, C28H25F15GeNOS4SbSi2Ta from OMol25. Energies are from ωB97M-V/def2-TZVPD.

Cartesian coordinates (Å):
H: 3.5223 -3.6648 0.4329
F: -3.7494 4.0212 2.9903
F: -4.6036 2.5843 5.1326
C: -4.6007 0.8705 1.3801
H: -1.0362 -5.3587 0.2169
C: -5.2332 -1.6388 -0.5754
Ge: -4.4286 0.1466 -0.4214
H: 0.8022 -5.1312 -1.1652
F: -7.8738 3.9759 -1.8730
C: -4.6221 -2.7776 -1.0713
C: -7.2721 -2.9367 -0.3159
F: -6.4567 2.6515 -0.0356
H: -3.2148 -3.5637 0.9572
H: 2.8153 -2.4764 1.5270
H: 1.9149 -1.3290 -2.5091
N: 1.2214 1.8176 -3.1127
F: -4.7689 -0.1901 -3.4034
C: 2.5812 -3.3097 0.8612
H: 1.5737 2.7148 -3.3954
C: -0.5588 -5.0771 1.1582
F: -7.2706 -5.2180 -0.8842
H: -3.0302 -2.1101 1.9467
Si: 1.4419 -2.7740 -0.5286
H: 1.9675 -4.4191 -2.2818
C: -6.3478 2.2631 -1.3110
C: -5.0243 0.1672 2.4927
H: 1.8654 2.7849 -0.5228
H: 1.2223 1.0565 -3.7727
S: -1.5943 0.2588 2.4001
H: -1.1503 2.5376 0.0611
C: -2.6760 -3.1284 1.7973
H: 0.2677 -3.9632 -2.3726
C: -7.0435 2.5853 -3.5751
F: -4.6727 -5.0721 -1.6313
H: 0.4902 -5.3691 1.1146
C: -0.0865 2.4288 0.2828
C: -6.5677 -1.7529 -0.2249
C: 1.0770 -4.2136 -1.6817
F: -5.4536 -1.0964 2.3871
C: 0.8303 2.7186 -0.8690
C: -5.2938 -3.9847 -1.1732
S: 0.8026 3.0709 3.6709
F: -6.2022 1.1538 -5.2423
C: -4.1710 2.7703 2.8298
C: 0.7772 1.6069 -1.8788
H: 0.2022 2.8667 1.2314
C: -6.6206 -4.0630 -0.7905
H: -0.9461 -2.2385 -0.6233
C: 2.4570 -1.6135 -1.6055
H: -0.4668 -2.1353 3.7535
F: -8.5531 -3.0086 0.0412
H: 3.3447 -2.1762 -1.9101
H: 0.5834 3.6710 -1.3513
C: -5.5280 1.2048 -1.6628
Ta: -0.5304 -0.0083 0.4326
F: -5.4535 0.0330 4.8102
C: -6.2475 1.5206 -3.9617
O: 0.3547 0.4822 -1.5540
F: -7.2176 -0.6670 0.2244
C: -5.5118 0.8516 -3.0018
C: -5.0335 0.7319 3.7564
H: 1.0815 -2.6698 3.0791
S: -2.3822 0.2655 -1.2044
H: -0.0205 -3.8338 3.8198
H: 2.7922 -0.7126 -1.0916
C: -4.6023 2.0359 3.9235
H: -1.0306 -5.6616 1.9537
C: -7.0989 2.9579 -2.2435
F: -7.7590 3.2441 -4.4807
C: -4.1776 2.1723 1.5877
Si: -0.8242 -3.2589 1.5642
S: 1.6735 0.3544 1.2175
H: 2.1619 -4.1187 1.4624
F: -3.3422 -2.7692 -1.4568
F: -3.7251 2.8865 0.5443
Sb: 0.7477 0.8524 3.5274
C: -0.1908 -2.1151 0.1781
C: 0.0289 -2.9335 3.2014
H: -2.9490 -3.7014 2.6887

Computed properties:
Orbital gap (alpha / beta) in eV: 7.424 / 5.950
HOMO energy (alpha / beta) in eV: -8.39 / -8.38
Lowest unoccupied orbital energy (alpha / beta) in eV: -0.97 / -2.43
Multiplicity: 2

Here are the Mulliken charges for atoms 1 to 6, given in e: H 0.4294; F -0.3275; F -0.3234; C -0.0501; H 0.3245; C 0.4358

=====

Here is a molecular structure, C28H25F3N10O4PtS2 at a distorted geometry from OMol25. Energies are from ωB97M-V/def2-TZVPD.

Cartesian coordinates (Å):
H: -6.5247 3.3000 2.4411
O: -6.2222 -0.9191 -1.7115
C: -2.8711 1.3869 -1.2169
C: 7.0856 -3.2155 -1.8102
C: -0.5248 -1.5186 4.6719
Pt: 0.0983 0.8636 0.4879
C: -4.2655 -0.2433 -0.8068
C: 1.8704 5.3533 -2.1384
F: -0.4800 1.7324 5.8586
O: -6.2594 1.0265 0.4484
H: 6.5530 -1.9285 -0.2148
H: 6.1530 -4.8799 -4.6442
C: 2.6527 -1.8606 -1.7362
H: -5.6225 4.3604 1.3411
N: 1.2863 4.2170 -2.0441
C: 3.8964 -1.7456 -1.0960
H: -4.8289 2.0588 -3.0639
C: -5.7629 3.3330 1.6658
C: -2.2912 2.6385 -1.7467
C: 5.0449 -2.4053 -1.6518
H: 8.5155 -5.6069 -4.4171
C: -0.8374 -2.2767 3.5473
C: 0.2555 0.6218 5.7093
H: -0.5602 -1.9581 5.6575
N: -5.3845 -1.1058 -0.8507
N: 5.0164 -3.1337 -2.7428
N: 1.5693 -0.7401 0.0685
C: -0.0976 0.3545 3.2216
H: -6.0561 1.1162 -2.1866
N: 6.2828 -2.4131 -1.0528
N: 2.3341 6.3890 -2.3389
C: -4.4881 2.6477 2.0985
O: -5.3727 -2.0315 -0.0693
H: -1.2795 2.4246 -2.0809
C: -0.7615 -1.6753 2.3050
C: 8.4023 -3.6225 -1.6773
F: 0.1242 -0.0658 6.8560
C: -0.1439 -0.2003 4.5181
S: -6.4929 2.4329 0.2599
H: -0.9596 -2.2400 1.4025
C: 3.9346 -1.0399 0.1137
C: -5.5360 2.9660 -1.2274
N: -2.1942 0.5021 -0.5015
C: 1.5331 -1.3471 -1.1275
H: -2.2130 3.3966 -0.9677
O: -7.8436 2.8702 0.0698
H: -2.8629 3.0365 -2.5780
H: -3.6971 2.7685 1.3613
N: 0.6879 2.2775 -0.7801
H: -2.7590 -1.3783 0.3228
C: 8.0871 -4.9253 -3.6991
H: -4.6548 3.4970 -0.8828
C: 1.0626 3.2794 -1.2766
N: -0.4265 -0.4023 2.1489
H: 9.0106 -3.2905 -0.8502
H: -4.1362 3.0519 3.0446
C: 6.2645 -3.6588 -2.8790
C: -5.1765 1.7542 -2.0709
H: -4.6840 1.5845 2.2203
S: 0.3965 1.9394 2.8379
H: -1.1270 -3.3099 3.6457
H: 2.6024 -2.3846 -2.6764
C: 6.7757 -4.5299 -3.8372
N: -4.1403 0.9754 -1.4350
H: 0.5549 -1.4412 -1.5822
H: -6.1876 3.6441 -1.7675
C: -3.0442 -0.5108 -0.2350
C: 8.8876 -4.4795 -2.6416
F: 1.5406 1.0085 5.6609
H: 4.8596 -0.8846 0.6469
H: 9.9071 -4.8266 -2.5729
C: 2.7619 -0.5663 0.6524
H: 2.7627 -0.0472 1.6023

Computed properties:
Orbital gap (alpha / beta) in eV: 6.876 / 6.869
HOMO energy (alpha / beta) in eV: -8.06 / -8.06
Lowest unoccupied orbital energy (alpha / beta) in eV: -1.18 / -1.19
Multiplicity: 1

Here are the Mulliken charges for atoms 1 to 6, given in e: H 0.3962; O -0.6676; C 0.5970; C 0.6626; C -0.1563; Pt 1.2370

=====

Here is a molecular structure, C28H25F5NOSSm at a distorted geometry from OMol25. Energies are from ωB97M-V/def2-TZVPD.

Cartesian coordinates (Å):
F: -0.0489 -0.5653 4.1734
N: -1.2724 1.0735 -3.4644
H: -3.3726 -0.3864 -2.7264
H: -1.9201 -2.8955 3.0265
H: 0.4012 -3.7923 1.8626
Sm: 0.3752 -0.6775 1.9939
H: 2.6075 1.8808 2.6903
C: -2.7271 -0.1872 -1.8428
H: -0.6802 2.6344 -4.6767
C: -0.3111 2.9155 6.4093
C: 2.3950 1.0296 2.0383
F: 1.0948 -0.4557 6.3040
H: -3.1779 -1.3191 1.2054
C: -0.2829 -2.5737 0.0921
H: 2.8480 -2.0864 0.8590
C: -1.5652 -2.6513 2.0159
C: -0.3121 2.1534 -3.7451
C: 1.7240 1.1005 0.7757
C: 0.3077 1.7532 6.8848
F: -1.4589 4.1220 4.7157
H: -0.3796 2.8303 -2.8896
C: 1.2147 0.3367 -4.4237
H: 4.6102 0.0624 -4.1920
C: 1.8788 -0.1772 0.1374
H: 4.2866 2.2139 -2.9602
C: -3.4054 -2.5798 -1.5008
H: 0.4362 -2.8197 -0.6895
C: -1.2501 -2.1851 -2.6489
C: 2.9421 -0.2777 2.1962
F: -0.3244 4.0228 7.1950
S: -1.3011 1.7847 2.5756
C: -2.1515 -1.6536 -1.5263
H: -3.4007 0.0695 -0.9964
F: 0.8786 1.7076 8.1059
H: -3.9011 -2.5977 -2.4769
C: 2.1552 2.2351 -3.2268
O: -1.8549 2.0973 -1.5171
C: 3.4301 1.6971 -3.3870
C: -1.9007 1.0635 -2.2085
C: 0.3710 0.6563 6.0337
H: -0.3010 -1.6342 -2.7028
H: -3.1405 -3.6192 -1.2719
H: 3.5304 -0.6071 3.0617
C: 2.4936 -0.1971 -4.5703
H: 1.9999 3.1944 -2.7346
C: 2.6092 -1.0392 1.0348
H: 1.3292 1.9975 0.2951
C: -0.7936 1.8611 4.2185
C: -0.8628 2.9735 5.1254
C: -2.1972 -1.7764 1.0847
C: -0.2033 0.7219 4.7981
H: -4.1418 -2.2553 -0.7589
C: -1.4652 -1.7817 -0.1550
C: 1.0680 1.5792 -3.8141
H: -1.0550 -3.2577 -2.4788
C: 3.6091 0.4929 -4.0793
H: -1.8319 0.7561 -4.2377
H: 2.6094 -1.1646 -5.0526
C: -0.3618 -3.1455 1.4081
H: 0.3437 -0.1605 -4.8569
H: -1.7641 -2.1066 -3.6179
H: 1.5676 -0.3901 -0.8869

Computed properties:
Orbital gap (alpha / beta) in eV: 7.343 / 7.736
HOMO energy (alpha / beta) in eV: -7.74 / -7.75
Lowest unoccupied orbital energy (alpha / beta) in eV: -0.40 / -0.02
Multiplicity: 6

Here are the Mulliken charges for atoms 1 to 6, given in e: F -0.2931; N -0.0001; H 0.5515; H 0.5217; H 0.4033; Sm 0.8292

=====

Here is a molecular structure, C28H25FN5O7V at a distorted geometry from OMol25. Energies are from ωB97M-V/def2-TZVPD.

Cartesian coordinates (Å):
O: -0.1289 0.2704 -1.4675
C: -1.8115 4.5335 0.6078
N: 0.1367 3.0909 -2.4594
H: -0.0466 1.6272 -3.9351
O: -2.1804 0.4827 -2.1710
C: -4.3128 1.7177 -0.2003
O: -0.1724 2.0944 0.5477
C: 2.8174 0.1842 -0.4208
C: -0.9952 -1.2055 2.5644
H: 3.6525 0.8208 3.2561
C: -2.7015 -3.2613 -0.6912
H: -2.2100 6.6156 0.4067
N: -1.2852 -1.5934 0.2375
C: 1.0087 0.1236 2.6837
C: -1.4541 2.0631 0.5481
C: -4.6375 6.6380 -0.7841
C: 4.1410 0.4246 -0.0791
C: -1.0408 0.8708 -2.1922
H: -0.0289 6.2604 -1.8209
C: -3.6488 3.0419 -0.0638
C: -4.3619 4.1707 -0.4447
H: -0.6843 4.6231 2.4027
F: 3.3318 3.5093 -0.8976
C: -0.5314 4.7792 1.3321
H: -1.4830 -1.8987 -1.8075
O: 2.2420 6.1455 -0.8596
C: -1.7971 -2.2236 -0.8240
O: 0.9615 0.2844 3.8705
C: 4.4629 0.6928 1.2432
O: -1.6070 4.5456 -2.6643
C: -2.3106 3.2157 0.3902
C: 1.6563 5.2061 -1.3122
C: -2.5736 -2.9981 1.6805
C: -0.6189 2.0442 -3.0975
H: -0.5605 -1.8652 3.3280
C: -3.1061 -3.6522 0.5800
C: 2.1690 0.3917 1.7784
H: -5.3523 4.0372 -0.8525
H: -3.9969 7.3877 -1.2445
H: -1.5429 2.4943 -3.4735
H: -2.8468 -3.2743 2.6887
C: 3.4572 0.6579 2.2051
N: 1.8499 0.1862 0.4932
H: -0.1911 5.8017 1.1964
N: -0.0026 -0.4108 1.9074
O: -1.8934 0.8648 0.5926
H: 5.4838 0.9031 1.5252
H: -5.4199 6.3529 -1.4824
C: 1.4039 2.8633 -2.0022
H: 1.8021 1.8712 -2.1535
H: -5.3571 1.8448 -0.4726
H: -3.0788 -3.7588 -1.5707
H: -1.7073 -0.5429 3.0848
C: 2.1316 3.8209 -1.4045
C: -3.8486 5.4620 -0.3417
H: -5.1158 7.1083 0.0780
H: 2.5409 -0.0632 -1.4397
H: 4.9024 0.4036 -0.8434
V: -0.1464 0.0899 0.2197
N: 0.3617 5.3226 -1.8398
C: -1.6668 -1.9703 1.4692
C: -0.4621 4.3543 -2.3452
H: -3.8207 -4.4526 0.7065
H: -4.2603 1.1560 0.7321
H: -3.8288 1.1113 -0.9694
H: 0.2557 4.0911 1.0327
C: -2.5851 5.6169 0.2300

Computed properties:
Total charge: +2
Orbital gap (alpha / beta) in eV: 4.961 / 4.962
HOMO energy (alpha / beta) in eV: -14.09 / -14.09
Lowest unoccupied orbital energy (alpha / beta) in eV: -9.13 / -9.13
Multiplicity: 1

Here are the Mulliken charges for atoms 1 to 6, given in e: O -0.3046; C 1.0472; N 0.2389; H 0.3151; O -0.5190; C -1.2010

=====

Here is a molecular structure, C28H25N4O2S2V at a distorted geometry from OMol25. Energies are from ωB97M-V/def2-TZVPD.

Cartesian coordinates (Å):
C: -1.1056 -0.6298 -0.3752
C: -4.7324 0.1285 0.1700
C: -2.0707 0.5390 -2.2171
C: 1.7125 1.7623 -3.2584
H: -3.0810 0.6594 -2.5986
S: 1.4675 0.0824 0.3882
H: 2.5410 1.0966 -5.1210
C: 0.7278 2.6638 -1.1270
C: 0.2083 -1.7177 4.0661
H: -7.3446 0.3713 -2.6606
V: 1.3503 -2.1045 1.2652
C: 0.9861 -4.0559 1.3688
H: 0.2326 3.5652 -0.7640
H: 4.7448 -1.6682 5.5297
N: -2.0943 -0.5287 -1.1834
C: 5.3615 -2.1640 1.7217
C: 1.1539 4.1370 -4.5867
C: -4.5359 -0.5616 -1.0229
C: 2.4238 -1.7829 4.0221
O: 0.8144 -5.1557 1.3955
N: 2.0155 -1.6152 5.2810
C: 1.0952 2.8102 -2.5821
H: -7.6850 1.6082 -0.5528
H: -4.0160 0.0373 0.9835
C: -5.4708 -0.4680 -2.0454
H: -1.4424 2.5697 -2.3588
C: -5.8637 0.9101 0.3383
H: -1.4153 0.2090 -3.0253
H: 7.4309 -2.1687 2.2391
C: -1.5784 1.8044 -1.5975
H: 1.5861 2.4623 -0.4935
H: 0.9486 5.0674 -5.0988
C: -6.7994 1.0013 -0.6855
C: 6.1808 -1.9074 3.9729
O: 2.9773 -2.1470 1.4453
C: 0.8066 3.9936 -3.2483
H: 1.9556 0.8387 -2.7384
H: -0.8018 -1.7345 3.7009
C: 4.0830 -2.0567 2.2365
H: -3.2033 -2.1514 -0.4109
H: 0.3324 4.8161 -2.7228
C: 4.8912 -1.8011 4.4656
H: -6.0274 1.4354 1.2700
C: -6.6080 0.3105 -1.8707
N: 1.3195 -1.8471 3.2352
S: -0.9481 -1.9424 0.7447
H: -5.3282 -1.0162 -2.9710
H: 2.0220 3.2017 -6.3043
C: -0.0161 0.4261 -0.4031
C: 0.6435 -1.5725 5.3362
H: -3.3119 -1.9243 -2.1607
C: 6.4170 -2.0861 2.6061
H: -2.2591 2.1791 -0.8303
N: -0.2584 1.5533 -0.9706
C: -3.3050 -1.4124 -1.1973
H: 5.5106 -2.3078 0.6594
C: 1.7646 3.0928 -5.2593
C: 3.8113 -1.8710 3.5952
H: 0.0997 -1.4444 6.2570
H: 7.0160 -1.8544 4.6580
C: 2.0487 1.9044 -4.5955
H: 2.6223 -1.5398 6.0853

Computed properties:
Total charge: +3
Orbital gap (alpha / beta) in eV: 4.797 / 5.546
HOMO energy (alpha / beta) in eV: -16.29 / -16.29
Lowest unoccupied orbital energy (alpha / beta) in eV: -11.49 / -10.75
Multiplicity: 2

Here are the Mulliken charges for atoms 1 to 6, given in e: C 0.4662; C -0.1590; C -0.7631; C -0.0951; H 0.4745; S -0.2109

=====

Here is a molecular structure, C28H25N7PPtSe2 at a distorted geometry from OMol25. Energies are from ωB97M-V/def2-TZVPD.

Cartesian coordinates (Å):
H: 6.0688 5.3779 -1.4810
H: 0.5947 2.6167 1.1886
C: 0.5689 -3.7015 -2.7982
H: -5.0788 3.3434 -2.3810
H: 2.5694 3.8470 0.4109
C: -1.3555 -0.8304 3.9389
H: 0.8606 -5.0737 0.2734
C: 2.9002 0.2692 2.0432
C: 4.6663 2.3152 -1.7891
H: 4.1258 5.7043 0.0073
H: 0.3164 2.6525 3.6360
H: -1.5265 -0.9175 5.0003
C: -1.5725 0.3580 1.8902
C: -4.1616 0.3401 -1.7162
P: 2.4164 1.1451 -0.5586
C: 3.5929 2.5024 -0.9229
Se: 3.1486 -0.7732 -1.2819
N: -0.0094 -2.1368 -1.0896
C: 1.0256 1.9733 3.1878
C: 3.3957 3.7182 -0.2730
H: -0.0375 -1.6619 -3.1012
H: 3.3182 -0.3732 4.0301
N: 0.0121 -2.7854 1.1915
N: -0.9842 -0.6347 1.2083
Se: 0.4839 1.5039 -1.6219
C: 0.2034 -3.0597 -0.1472
N: -2.9871 0.9658 -1.5757
H: -6.1020 1.0665 -2.2005
H: 0.6813 -3.9240 -3.8463
N: -5.1183 1.2379 -2.0391
C: 2.1328 1.1095 1.2479
H: 1.1692 -5.6523 -2.1081
C: -1.7811 0.3046 3.2483
C: -3.2047 2.2774 -1.8250
C: 1.1913 1.9616 1.8131
H: 0.2355 -3.5690 1.7988
H: -6.2584 -1.6681 -1.9404
H: -2.4172 3.0055 -1.7951
C: 5.5428 3.3672 -1.9961
Pt: -1.2919 -0.3449 -0.9831
C: 4.2753 4.7623 -0.4953
C: 0.8293 -4.6673 -1.8256
C: 1.7843 1.1303 3.9864
N: -3.1299 -1.7988 -1.3894
H: -2.7760 -3.8937 -1.3212
C: -0.7366 -1.8420 3.2461
H: -0.4017 -2.7327 3.7553
C: -4.5338 2.4599 -2.1167
C: 5.3602 4.5762 -1.3418
H: 4.8189 1.3727 -2.2984
C: -4.8370 -3.1887 -1.6768
H: -5.4765 -4.0405 -1.7861
H: 3.6521 -0.3735 1.6064
H: -2.2646 1.1179 3.7605
H: 6.3737 3.2388 -2.6760
C: 2.7141 0.2757 3.4143
C: -3.4861 -3.0999 -1.4375
C: 0.1595 -2.4547 -2.3824
H: 1.6616 1.1575 5.0595
C: -4.2382 -1.0858 -1.6075
C: -0.5729 -1.7322 1.8503
N: -5.2934 -1.9157 -1.7748
C: 0.6581 -4.3446 -0.4970
H: -1.8764 1.2221 1.3066

Computed properties:
Total charge: +3
Orbital gap (alpha / beta) in eV: 7.945 / 4.448
HOMO energy (alpha / beta) in eV: -16.16 / -16.18
Lowest unoccupied orbital energy (alpha / beta) in eV: -8.21 / -11.73
Multiplicity: 5

Here are the Mulliken charges for atoms 1 to 6, given in e: H 0.4356; H 0.4221; C -0.9270; H 0.4254; H 0.2511; C -0.5561

=====

Energy? In order: -56216.206, -197446.409, -85599.347, -75304.625, -79616.982, -86830.774, -183075.798 eV.